# 1
An isolated ion of composition C18H27BFNO4P and charge -1 at a distorted geometry, computed with ωB97M-V/def2-TZVPD.

Geometry as XYZ:
```
53
C18H27BFNO4P | the Open Molecules 2025 dataset | ωB97M-V/def2-TZVPD
C 3.281 3.214 1.737
C 2.057 2.270 1.334
P 2.497 1.589 -0.395
C 1.985 2.996 -1.546
C 1.519 0.000 -0.761
C 0.213 -0.131 0.126
C -0.805 0.969 -0.359
C -2.162 0.411 -0.899
O -2.208 -0.599 -1.536
N -3.364 1.247 -0.603
C -4.039 0.601 0.505
C -3.312 0.355 1.757
C -3.905 -0.325 2.900
C -5.291 -0.783 2.803
C -6.005 -0.498 1.577
C -5.445 0.177 0.423
O 1.091 -0.238 -2.102
B 1.265 -1.691 -2.305
C 0.733 -2.400 -3.679
C -0.130 -3.630 -3.233
O -1.305 -3.769 -3.523
O 2.666 -1.904 -1.868
C 2.670 -1.161 -0.649
C 2.845 -1.950 0.688
C 3.195 -1.016 1.912
F 4.005 -2.789 0.515
H 3.253 4.124 1.090
H 4.202 2.611 1.502
H 3.207 3.474 2.823
H 1.889 1.462 2.082
H 1.107 2.867 1.198
H 1.892 2.643 -2.600
H 1.046 3.504 -1.172
H 2.790 3.778 -1.438
H -0.283 -1.129 0.064
H 0.461 0.028 1.217
H -0.386 1.618 -1.180
H -1.054 1.671 0.484
H -3.950 1.105 -1.437
H -2.256 0.680 1.861
H -3.289 -0.506 3.812
H -5.741 -1.329 3.665
H -7.071 -0.827 1.511
H -6.043 0.343 -0.505
H 0.652 -2.285 -1.420
H 1.597 -2.849 -4.251
H 0.107 -1.747 -4.337
H 0.334 -4.460 -2.607
H 3.627 -0.570 -0.743
H 1.995 -2.638 0.924
H 3.725 -0.079 1.616
H 3.894 -1.615 2.556
H 2.244 -0.816 2.465
```

Computed properties:
- Energy: -41466.77154 eV
- Charge: -1

Results of the Löwdin charge analysis, in e, for atoms 1 through 4:
1. C -0.19
2. C -0.42
3. P 1.02
4. C -0.30

# 2
C18H27BrCrNO4P2 as an isolated structure at a distorted geometry, computed with ωB97M-V/def2-TZVPD.

Geometry as XYZ:
```
54
C18H27BrCrNO4P2 | the Open Molecules 2025 dataset | ωB97M-V/def2-TZVPD
Cr 0.112 0.325 0.094
P -2.211 -0.333 -0.564
C -2.213 0.436 -2.205
C -0.848 0.870 -2.684
N 0.259 0.666 -1.885
C 1.499 0.903 -2.378
C 1.701 1.606 -3.552
C 0.586 1.883 -4.330
C -0.664 1.441 -3.923
C 2.680 0.510 -1.503
P 2.243 -0.946 -0.452
H -1.569 1.512 -4.554
H 2.694 1.953 -3.780
H 0.695 2.421 -5.251
H 3.576 0.260 -2.085
H 2.969 1.323 -0.816
H -2.625 -0.471 -2.709
H -3.001 1.206 -2.270
H -1.203 -3.355 -3.725
O -1.384 -3.276 -4.664
H -2.275 -2.968 -4.716
H 0.158 -3.009 -0.932
O -0.095 -3.881 -0.660
H 0.203 -4.473 -1.367
C 2.729 -2.345 -1.559
H 3.734 -2.196 -1.950
H 2.691 -3.261 -0.975
H 2.036 -2.434 -2.393
C 3.485 -0.948 0.882
H 3.306 -1.846 1.494
H 4.529 -0.957 0.527
H 3.326 -0.068 1.526
C -3.011 1.036 0.259
H -3.983 1.154 -0.207
H -3.084 0.903 1.330
H -2.416 1.923 0.054
C -3.298 -1.788 -0.374
H -3.501 -1.949 0.683
H -4.238 -1.632 -0.898
H -2.806 -2.678 -0.767
Br -1.055 3.522 2.387
C -0.464 2.550 3.918
C -0.533 3.096 5.199
C -0.199 2.289 6.308
C 0.263 0.977 6.176
C 0.373 0.437 4.907
C 0.029 1.241 3.830
C 0.203 0.685 2.489
O -0.355 -0.413 2.149
O 0.878 1.396 1.621
H -0.861 4.130 5.287
H -0.277 2.760 7.286
H 0.507 0.377 7.045
H 0.706 -0.567 4.676
```

Computed properties:
- Spin multiplicity: 4
- Expectation value of S²: 3.870
- Energy: -145812.05982 eV
- Charge: +2

Results of the Löwdin charge analysis, in e, for atoms 1 through 4:
1. Cr 0.76
2. P 0.87
3. C -0.26
4. C -0.26

# 3
C18H27BrMnNSb2 as an isolated structure at a distorted geometry, computed with ωB97M-V/def2-TZVPD.

Geometry as XYZ:
```
50
C18H27BrMnNSb2 | the Open Molecules 2025 dataset | ωB97M-V/def2-TZVPD
Mn -1.925 -0.113 -1.235
C -3.571 -0.100 4.278
C -3.478 -0.592 2.868
C -4.133 -1.754 2.452
C -4.024 -2.184 1.130
C -3.256 -1.435 0.245
Br -3.225 -2.234 -1.642
N -2.593 -0.270 0.639
C -2.728 0.105 1.927
H -4.196 -0.757 4.892
H -4.014 0.901 4.301
H -2.576 -0.063 4.733
H -4.731 -2.333 3.153
H -4.533 -3.087 0.809
H -2.197 1.016 2.193
C -0.039 4.351 -0.873
Sb -0.579 2.258 -0.701
C 0.315 1.758 -2.615
C 1.027 1.589 0.630
C 2.327 1.251 -0.066
C 3.083 2.300 -0.617
C 4.296 2.049 -1.260
C 4.778 0.748 -1.357
C 4.053 -0.310 -0.810
C 2.825 -0.081 -0.160
C 2.090 -1.272 0.413
Sb 0.196 -1.616 -0.602
C 1.132 -2.398 -2.388
C -0.102 -3.566 0.285
H 1.002 4.481 -1.219
H -0.170 4.843 0.112
H -0.713 4.831 -1.611
H 1.329 2.195 -2.700
H -0.319 2.176 -3.424
H 0.375 0.659 -2.733
H 0.597 0.702 1.126
H 1.195 2.331 1.438
H 2.742 3.319 -0.542
H 4.865 2.869 -1.679
H 5.720 0.556 -1.855
H 4.453 -1.312 -0.897
H 1.932 -1.133 1.503
H 2.677 -2.206 0.284
H 1.899 -3.150 -2.109
H 1.617 -1.570 -2.945
H 0.363 -2.876 -3.028
H 0.831 -4.160 0.207
H -0.920 -4.092 -0.249
H -0.375 -3.445 1.353
H -3.318 0.821 -1.654
```

Computed properties:
- Spin multiplicity: 6
- Expectation value of S²: 8.772
- Energy: -135022.60037 eV
- Charge: +1

Results of the Löwdin charge analysis, in e, for atoms 1 through 4:
1. Mn 0.04
2. C -0.03
3. C -0.23
4. C 0.02

Question: Among the records above, which one has the highest energy?
Answer: C18H27BFNO4P

Question: Among the records above, which one has the lowest energy?
Answer: C18H27BrCrNO4P2

Question: charge of number 1 (C18H27BFNO4P)?
Answer: -1